Record 1
{"formula": "C28H54LuP2Si", "method": "wB97M-V/def2-TZVPD", "total_charge": 1, "gap_ha": [0.1754, 0.1315], "max_force_ev_per_a": 3.59, "homo_energy_ev": [-7.37, -7.31], "total_energy_ev": -89974.3133, "de_lowest_kcal_mol": 223.1, "symbols": ["Lu", "C", "C", "C", "C", "C", "C", "H", "H", "H", "C", "H", "H", "H", "C", "H", "H", "H", "C", "H", "H", "H", "C", "H", "H", "H", "C", "C", "C", "C", "C", "C", "C", "C", "H", "H", "H", "H", "H", "H", "H", "H", "H", "H", "H", "H", "P", "P", "C", "C", "H", "H", "H", "H", "C", "H", "H", "H", "C", "H", "H", "H", "C", "H", "H", "H", "C", "H", "H", "H", "C", "Si", "C", "C", "C", "H", "H", "H", "H", "H", "H", "H", "H", "H", "H", "H"], "coordinates": [[0.06, -1.02, -3.11], [-0.36, -3.02, 2.02], [0.96, -2.93, 1.49], [0.87, -1.59, 3.34], [-0.42, -2.18, 3.16], [1.70, -2.02, 2.29], [-1.48, -3.86, 1.52], [-1.29, -4.19, 0.49], [-2.43, -3.30, 1.55], [-1.62, -4.76, 2.13], [-1.62, -1.87, 3.96], [-2.46, -2.52, 3.68], [-1.93, -0.82, 3.81], [-1.42, -1.99, 5.04], [1.22, -0.62, 4.40], [0.78, -0.91, 5.36], [0.85, 0.39, 4.15], [2.31, -0.55, 4.51], [3.14, -1.67, 2.13], [3.76, -2.14, 2.91], [3.28, -0.59, 2.20], [3.51, -1.99, 1.15], [1.48, -3.73, 0.37], [1.90, -4.68, 0.72], [2.29, -3.21, -0.16], [0.70, -3.98, -0.36], [-1.32, 0.18, -4.36], [-1.68, -1.17, -4.39], [-0.77, -2.28, -4.95], [0.79, -2.05, -5.23], [1.80, -1.37, -4.31], [1.84, 0.01, -4.00], [1.13, 1.09, -4.76], [-0.30, 0.76, -5.30], [-1.16, -2.55, -5.94], [0.90, -1.64, -6.24], [-0.87, -3.20, -4.31], [-0.24, 0.13, -6.19], [-1.88, 0.92, -3.78], [-2.58, -1.55, -3.90], [-0.73, 1.73, -5.65], [1.08, 2.03, -4.19], [2.78, 0.34, -3.52], [1.74, 1.32, -5.67], [1.15, -3.09, -5.26], [2.54, -2.04, -3.84], [-1.86, 0.83, -0.14], [1.96, 1.52, 0.57], [-0.65, 1.79, -1.09], [0.70, 2.37, -0.55], [-1.21, 2.67, -1.43], [-0.42, 1.26, -2.07], [1.34, 2.56, -1.41], [0.49, 3.34, -0.04], [3.02, 3.00, 0.76], [3.85, 2.72, 1.41], [2.47, 3.81, 1.24], [3.39, 3.34, -0.22], [3.05, 0.66, -0.66], [3.36, 1.31, -1.50], [2.53, -0.22, -1.06], [3.94, 0.31, -0.12], [-3.43, 0.81, -1.08], [-4.02, -0.05, -0.70], [-3.29, 0.71, -2.18], [-3.97, 1.74, -0.86], [-1.35, -0.91, -0.30], [-0.41, -1.14, 0.23], [-1.45, -1.43, -1.31], [-2.16, -1.42, 0.26], [-2.25, 4.18, 2.64], [-1.42, 2.52, 2.82], [0.41, 2.85, 3.00], [-1.88, 1.73, 4.45], [-2.24, 1.40, 1.50], [-2.08, 4.71, 3.58], [-3.33, 4.07, 2.48], [-1.84, 4.78, 1.82], [0.57, 3.07, 4.07], [1.12, 2.05, 2.74], [0.69, 3.76, 2.46], [-2.83, 1.19, 4.40], [-1.13, 1.05, 4.85], [-2.01, 2.55, 5.16], [-2.63, 0.54, 2.06], [-3.06, 2.12, 1.28]]}

Record 2
{"formula": "C28H55BrFN5O7", "method": "wB97M-V/def2-TZVPD", "total_charge": 0, "gap_ha": 0.3222, "max_force_ev_per_a": 0.85, "smiles": "C#C[C@@](C#N)(CCF)[C@@](Br)(C#N)CCO.COCCNCCOC.COCCNCCOC.COCCNCCOC", "homo_energy_ev": -8.45, "total_energy_ev": -124463.5322, "symbols": ["C", "C", "C", "C", "N", "C", "C", "F", "C", "Br", "C", "N", "C", "C", "O", "H", "H", "H", "H", "H", "H", "H", "H", "H", "H", "C", "O", "C", "C", "N", "C", "C", "O", "C", "H", "H", "H", "H", "H", "H", "H", "H", "H", "H", "H", "H", "H", "H", "H", "C", "O", "C", "C", "N", "C", "C", "O", "C", "H", "H", "H", "H", "H", "H", "H", "H", "H", "H", "H", "H", "H", "H", "H", "C", "O", "C", "C", "N", "C", "C", "O", "C", "H", "H", "H", "H", "H", "H", "H", "H", "H", "H", "H", "H", "H", "H", "H"], "coordinates": [[-3.67, -4.34, 0.75], [-3.55, -3.33, 0.14], [-3.48, -2.06, -0.61], [-3.20, -2.38, -2.02], [-2.99, -2.61, -3.13], [-4.84, -1.33, -0.54], [-6.04, -2.24, -0.83], [-6.87, -1.60, -1.74], [-2.29, -1.20, 0.01], [-2.50, 0.70, -0.36], [-2.41, -1.27, 1.47], [-2.48, -1.29, 2.62], [-0.88, -1.69, -0.36], [-0.38, -1.39, -1.77], [1.00, -1.06, -1.65], [-3.73, -5.24, 1.31], [-4.93, -0.90, 0.46], [-4.87, -0.54, -1.28], [-5.74, -3.19, -1.26], [-6.63, -2.42, 0.07], [-0.83, -2.77, -0.16], [-0.19, -1.24, 0.35], [-0.51, -2.26, -2.42], [-0.93, -0.56, -2.22], [1.40, -1.15, -2.52], [-11.34, 4.44, 0.94], [-11.02, 3.08, 1.16], [-11.46, 2.19, 0.15], [-10.30, 1.58, -0.60], [-9.60, 2.58, -1.39], [-8.36, 2.12, -2.01], [-7.23, 1.68, -1.10], [-6.63, 2.72, -0.36], [-7.26, 3.05, 0.87], [-11.07, 4.99, 1.84], [-10.80, 4.86, 0.09], [-12.41, 4.57, 0.76], [-12.13, 2.71, -0.55], [-12.03, 1.39, 0.63], [-10.68, 0.80, -1.26], [-9.65, 1.10, 0.15], [-9.41, 3.39, -0.82], [-7.98, 2.93, -2.64], [-8.60, 1.29, -2.68], [-6.43, 1.29, -1.74], [-7.52, 0.85, -0.44], [-7.71, 2.17, 1.33], [-8.04, 3.82, 0.74], [-6.50, 3.45, 1.53], [5.14, -5.90, 2.39], [5.39, -4.63, 2.95], [6.33, -3.84, 2.24], [5.67, -2.62, 1.62], [4.77, -3.00, 0.54], [3.96, -1.90, 0.01], [2.99, -1.20, 0.95], [1.90, -1.99, 1.37], [2.12, -2.83, 2.48], [4.52, -6.45, 3.10], [4.62, -5.84, 1.43], [6.08, -6.46, 2.24], [6.82, -4.44, 1.47], [7.09, -3.50, 2.95], [6.44, -1.97, 1.21], [5.17, -2.08, 2.43], [4.15, -3.74, 0.87], [3.38, -2.29, -0.82], [4.65, -1.15, -0.39], [2.55, -0.36, 0.40], [3.50, -0.77, 1.83], [2.83, -2.38, 3.18], [2.48, -3.82, 2.19], [1.17, -2.96, 2.99], [8.73, 5.09, 0.38], [7.87, 4.70, -0.67], [8.53, 4.29, -1.86], [8.30, 2.82, -2.12], [8.98, 1.99, -1.13], [8.67, 0.57, -1.20], [7.24, 0.13, -0.97], [6.77, 0.32, 0.36], [6.25, 1.60, 0.65], [8.11, 5.51, 1.17], [9.30, 4.25, 0.79], [9.44, 5.86, 0.05], [9.60, 4.51, -1.79], [8.11, 4.87, -2.69], [8.70, 2.57, -3.11], [7.21, 2.65, -2.15], [8.75, 2.34, -0.20], [9.30, 0.06, -0.46], [8.99, 0.20, -2.18], [7.19, -0.95, -1.14], [6.54, 0.59, -1.67], [5.77, 2.05, -0.22], [7.02, 2.28, 1.02], [5.51, 1.47, 1.44]]}

Record 3
{"formula": "C28H55ClN20O12", "method": "wB97M-V/def2-TZVPD", "total_charge": 0, "gap_ha": 0.2994, "max_force_ev_per_a": 1.32, "smiles": "CC[C@@H](C)c1ccc2c(c1Cl)C(=O)c1ccccc1C2=O.NC(N)=O.NC(N)=O.NC(N)=O.NC(N)=O.NC(N)=O.NC(N)=O.NC(N)=O.NC(N)=O.NC(N)=O.NC(N)=O", "homo_energy_ev": -8.91, "total_energy_ev": -96834.4398, "symbols": ["C", "C", "C", "C", "C", "C", "C", "C", "C", "C", "Cl", "C", "O", "C", "C", "C", "C", "C", "C", "C", "O", "H", "H", "H", "H", "H", "H", "H", "H", "H", "H", "H", "H", "H", "H", "H", "N", "C", "N", "O", "H", "H", "H", "H", "N", "C", "N", "O", "H", "H", "H", "H", "N", "C", "N", "O", "H", "H", "H", "H", "N", "C", "N", "O", "H", "H", "H", "H", "N", "C", "N", "O", "H", "H", "H", "H", "N", "C", "N", "O", "H", "H", "H", "H", "N", "C", "N", "O", "H", "H", "H", "H", "N", "C", "N", "O", "H", "H", "H", "H", "N", "C", "N", "O", "H", "H", "H", "H", "N", "C", "N", "O", "H", "H", "H", "H"], "coordinates": [[1.25, 1.21, -0.68], [-0.09, 0.64, -1.15], [-0.97, 1.72, -1.82], [-0.91, 1.69, -3.35], [-2.34, 1.69, -1.19], [-2.57, 2.60, -0.16], [-3.77, 2.68, 0.53], [-4.80, 1.83, 0.17], [-4.62, 0.91, -0.86], [-3.39, 0.83, -1.53], [-3.20, -0.36, -2.78], [-5.81, 0.05, -1.17], [-5.75, -1.10, -1.49], [-7.11, 0.77, -1.06], [-8.16, 0.57, -1.94], [-9.33, 1.28, -1.76], [-9.50, 2.17, -0.71], [-8.46, 2.37, 0.18], [-7.27, 1.68, -0.02], [-6.10, 1.88, 0.87], [-6.20, 2.09, 2.06], [1.07, 1.80, 0.22], [1.65, 1.91, -1.43], [1.96, 0.42, -0.46], [-0.59, 0.33, -0.23], [0.06, -0.21, -1.80], [-0.54, 2.68, -1.52], [-0.72, 0.67, -3.67], [-1.87, 1.97, -3.78], [-0.11, 2.31, -3.75], [-1.78, 3.28, 0.11], [-3.93, 3.37, 1.33], [-8.04, -0.13, -2.76], [-10.13, 1.14, -2.48], [-10.44, 2.69, -0.62], [-8.58, 3.06, 1.00], [-0.37, -2.40, 0.30], [0.60, -2.17, 1.22], [0.66, -3.03, 2.28], [1.36, -1.21, 1.09], [-1.03, -3.16, 0.36], [-0.40, -1.77, -0.48], [1.36, -2.86, 2.97], [0.04, -3.81, 2.39], [-9.15, 5.78, 4.43], [-8.73, 4.53, 4.05], [-7.46, 4.48, 3.54], [-9.44, 3.55, 4.15], [-8.59, 6.60, 4.36], [-10.08, 5.85, 4.80], [-7.11, 3.58, 3.25], [-6.87, 5.28, 3.45], [-0.68, 0.26, 2.87], [-1.98, 0.58, 2.65], [-2.39, 1.77, 3.19], [-2.75, -0.14, 2.02], [-0.04, 0.83, 3.38], [-0.34, -0.62, 2.49], [-3.35, 2.03, 3.05], [-1.79, 2.38, 3.72], [1.95, -3.96, -3.06], [1.94, -2.93, -2.18], [2.91, -2.92, -1.24], [1.10, -2.03, -2.23], [2.62, -4.71, -3.03], [1.24, -3.96, -3.77], [2.91, -2.16, -0.58], [3.61, -3.64, -1.14], [-0.51, -2.69, -7.52], [-0.01, -2.71, -6.25], [-0.61, -1.86, -5.37], [0.90, -3.45, -5.92], [-1.25, -2.09, -7.82], [-0.08, -3.31, -8.19], [-0.26, -1.84, -4.42], [-1.37, -1.24, -5.62], [5.30, -5.64, 2.55], [4.87, -4.65, 1.72], [4.74, -3.42, 2.31], [4.62, -4.84, 0.54], [5.52, -5.50, 3.51], [5.42, -6.55, 2.15], [4.42, -2.66, 1.73], [4.95, -3.24, 3.27], [-4.20, -3.36, -2.09], [-4.11, -3.74, -0.78], [-4.70, -2.88, 0.10], [-3.54, -4.76, -0.42], [-4.65, -2.52, -2.40], [-3.77, -3.97, -2.77], [-4.65, -3.11, 1.08], [-5.16, -2.03, -0.17], [8.39, -3.59, 0.37], [8.78, -3.47, 1.66], [10.09, -3.09, 1.85], [8.02, -3.67, 2.59], [8.99, -3.42, -0.42], [7.44, -3.86, 0.20], [10.40, -2.99, 2.80], [10.73, -2.92, 1.10], [8.07, -0.23, 2.05], [7.62, 0.76, 1.21], [7.48, 1.99, 1.78], [7.36, 0.53, 0.04], [8.29, -0.08, 3.02], [8.18, -1.15, 1.66], [7.15, 2.75, 1.20], [7.69, 2.18, 2.74], [7.34, 7.01, 1.21], [7.82, 5.79, 0.81], [9.10, 5.79, 0.36], [7.14, 4.78, 0.85], [7.87, 7.85, 1.19], [6.39, 7.04, 1.55], [9.48, 4.91, 0.05], [9.68, 6.61, 0.31]]}

Record 4
{"formula": "C28H55F3N3O7P", "method": "wB97M-V/def2-TZVPD", "total_charge": 0, "gap_ha": 0.3408, "max_force_ev_per_a": 5.96, "smiles": "NC[C@@]1(CC(=O)F)[C@H](N(C(=O)F)C(=O)F)NC(=O)[C@]1(COO)[PH2]=O.CCCCCC.CCCCCC.CCCCCC", "homo_energy_ev": -10.13, "total_energy_ev": -66166.0481, "symbols": ["N", "C", "C", "C", "C", "O", "F", "C", "N", "C", "O", "F", "C", "O", "F", "N", "C", "O", "C", "C", "O", "O", "P", "O", "H", "H", "H", "H", "H", "H", "H", "H", "H", "H", "H", "H", "H", "C", "C", "C", "C", "C", "C", "H", "H", "H", "H", "H", "H", "H", "H", "H", "H", "H", "H", "H", "H", "C", "C", "C", "C", "C", "C", "H", "H", "H", "H", "H", "H", "H", "H", "H", "H", "H", "H", "H", "H", "C", "C", "C", "C", "C", "C", "H", "H", "H", "H", "H", "H", "H", "H", "H", "H", "H", "H", "H", "H"], "coordinates": [[0.27, -3.76, 1.36], [-1.03, -3.00, 1.29], [-0.98, -1.63, 2.18], [0.20, -0.61, 1.80], [0.79, -0.79, 0.32], [0.14, -0.90, -0.73], [2.24, -0.78, 0.19], [-2.51, -1.05, 2.01], [-2.67, 0.31, 1.40], [-3.39, 0.28, 0.11], [-2.74, 0.57, -0.92], [-4.75, -0.08, -0.07], [-3.23, 1.31, 2.34], [-4.38, 1.34, 2.80], [-2.34, 2.38, 2.71], [-3.39, -1.48, 3.14], [-2.54, -2.36, 3.97], [-2.81, -3.32, 4.73], [-1.01, -1.81, 3.78], [0.11, -2.72, 4.50], [1.34, -2.02, 4.83], [2.38, -2.46, 4.07], [-1.06, -0.26, 4.89], [0.12, 0.72, 4.68], [-0.02, -4.75, 1.35], [0.86, -3.52, 0.55], [-1.88, -3.70, 1.66], [-1.29, -2.78, 0.18], [-0.07, 0.50, 1.96], [1.08, -0.81, 2.52], [-2.88, -1.73, 1.15], [-4.04, -2.19, 2.73], [0.39, -3.67, 3.94], [-0.34, -3.06, 5.51], [2.85, -1.67, 3.69], [-2.34, 0.43, 4.82], [-0.99, -0.77, 6.25], [-3.07, -1.69, -7.82], [-2.49, -2.58, -6.73], [-3.43, -2.76, -5.53], [-3.76, -1.47, -4.77], [-2.55, -0.71, -4.22], [-1.75, -1.51, -3.20], [-3.25, -0.67, -7.45], [-2.38, -1.62, -8.66], [-4.02, -2.09, -8.19], [-1.52, -2.18, -6.40], [-2.29, -3.57, -7.16], [-2.98, -3.49, -4.85], [-4.37, -3.21, -5.88], [-4.43, -1.73, -3.94], [-4.33, -0.80, -5.41], [-2.91, 0.20, -3.74], [-1.89, -0.40, -5.03], [-2.38, -1.80, -2.35], [-0.92, -0.91, -2.82], [-1.33, -2.42, -3.63], [3.89, -0.39, -8.23], [2.70, -0.99, -7.48], [1.72, 0.06, -6.96], [2.30, 1.05, -5.94], [2.89, 0.41, -4.68], [1.87, -0.36, -3.86], [4.49, 0.25, -7.58], [4.54, -1.19, -8.60], [3.55, 0.20, -9.08], [3.07, -1.61, -6.65], [2.17, -1.66, -8.16], [0.85, -0.45, -6.53], [1.34, 0.64, -7.81], [1.51, 1.74, -5.64], [3.07, 1.66, -6.42], [3.32, 1.20, -4.06], [3.72, -0.25, -4.94], [1.05, 0.30, -3.55], [2.33, -0.77, -2.96], [1.44, -1.20, -4.42], [0.64, 4.00, 5.13], [1.02, 3.38, 6.47], [1.20, 4.42, 7.58], [2.32, 5.44, 7.35], [3.71, 4.85, 7.14], [4.22, 4.07, 8.35], [1.42, 4.67, 4.76], [0.50, 3.21, 4.38], [-0.29, 4.56, 5.22], [1.94, 2.79, 6.35], [0.24, 2.68, 6.77], [1.37, 3.90, 8.53], [0.26, 4.97, 7.71], [2.35, 6.12, 8.21], [2.07, 6.07, 6.48], [4.41, 5.66, 6.94], [3.72, 4.20, 6.26], [4.26, 4.71, 9.24], [5.22, 3.69, 8.16], [3.58, 3.21, 8.57]]}

Record 5
{"formula": "C28H55F3O8S5", "method": "wB97M-V/def2-TZVPD", "total_charge": 0, "gap_ha": 0.2399, "max_force_ev_per_a": 8.65, "homo_energy_ev": -8.24, "total_energy_ev": -108618.8965, "symbols": ["C", "O", "C", "C", "C", "C", "C", "C", "C", "C", "C", "C", "C", "C", "C", "F", "F", "F", "C", "O", "C", "C", "C", "O", "H", "H", "H", "H", "H", "H", "H", "H", "H", "H", "H", "H", "H", "H", "H", "H", "H", "H", "H", "H", "H", "H", "H", "H", "H", "C", "S", "O", "C", "H", "H", "H", "H", "H", "H", "C", "S", "O", "C", "H", "H", "H", "H", "H", "H", "C", "S", "O", "C", "H", "H", "H", "H", "H", "H", "C", "S", "O", "C", "H", "H", "H", "H", "H", "H", "C", "S", "O", "C", "H", "H", "H", "H", "H", "H"], "coordinates": [[4.07, -2.78, 0.90], [4.56, -3.12, -0.45], [5.12, -1.95, -1.14], [3.91, -1.01, -1.79], [4.46, 0.54, -1.82], [4.66, 1.23, -0.34], [3.52, 2.41, -0.12], [2.08, 1.69, 0.29], [0.78, 2.46, -0.35], [-0.17, 1.47, -1.31], [-1.08, 0.41, -0.42], [-2.49, 1.13, 0.02], [-3.84, 0.23, -0.33], [-4.27, -0.12, -1.75], [-3.43, 0.43, -3.07], [-2.15, -0.35, -3.30], [-3.15, 1.91, -2.98], [-4.20, 0.27, -4.35], [-5.62, -1.08, -1.84], [-6.06, -1.64, -3.00], [-6.55, -1.47, -0.51], [-6.14, -1.13, 0.89], [-4.70, -0.27, 1.01], [-4.33, 0.01, 2.28], [4.18, -3.70, 1.61], [2.94, -2.48, 0.79], [4.62, -1.85, 1.38], [5.80, -1.31, -0.43], [5.78, -2.28, -2.07], [2.96, -1.17, -1.11], [3.60, -1.36, -2.88], [5.51, 0.50, -2.37], [3.77, 1.26, -2.48], [5.76, 1.62, -0.19], [4.45, 0.39, 0.47], [3.46, 3.01, -1.12], [3.80, 3.18, 0.73], [1.99, 1.60, 1.46], [2.08, 0.59, -0.18], [0.17, 3.05, 0.45], [1.21, 3.28, -1.11], [0.54, 0.94, -2.08], [-0.83, 2.22, -1.95], [-0.43, 0.19, 0.56], [-1.21, -0.64, -0.94], [-2.53, 2.19, -0.51], [-2.40, 1.37, 1.18], [-7.59, -2.05, -0.61], [-6.79, -1.44, 1.82], [-11.22, -2.41, -2.61], [-10.74, -2.99, -0.96], [-9.33, -2.53, -0.72], [-10.67, -4.74, -1.39], [-11.29, -1.32, -2.59], [-10.48, -2.72, -3.34], [-12.20, -2.83, -2.86], [-9.96, -4.90, -2.20], [-11.67, -5.08, -1.69], [-10.35, -5.30, -0.51], [0.68, -2.24, 3.90], [2.40, -2.13, 4.45], [3.27, -2.28, 3.25], [2.41, -3.71, 5.33], [0.46, -1.36, 3.29], [0.54, -3.14, 3.30], [0.02, -2.26, 4.77], [2.16, -4.52, 4.64], [1.69, -3.68, 6.15], [3.41, -3.88, 5.74], [-0.24, 6.30, -4.04], [-0.83, 5.93, -2.37], [-0.28, 4.60, -1.98], [-2.56, 5.68, -2.84], [0.84, 6.46, -4.00], [-0.46, 5.46, -4.71], [-0.72, 7.21, -4.41], [-2.64, 4.88, -3.59], [-2.97, 6.61, -3.25], [-3.13, 5.40, -1.95], [6.30, 3.35, -6.38], [5.87, 1.76, -5.62], [5.43, 2.04, -4.22], [7.57, 1.13, -5.54], [5.39, 3.93, -6.50], [7.00, 3.89, -5.74], [6.74, 3.17, -7.37], [8.19, 1.81, -4.96], [7.97, 1.03, -6.55], [7.55, 0.15, -5.06], [2.53, -3.43, 10.40], [1.62, -2.79, 8.97], [2.59, -2.65, 7.84], [1.33, -1.14, 9.65], [2.85, -4.45, 10.18], [3.41, -2.81, 10.58], [1.88, -3.43, 11.27], [2.29, -0.66, 9.89], [0.72, -1.22, 10.55], [0.80, -0.54, 8.91]]}